# 1
72
Properties=species:S:1:pos:R:3:mulliken_charge:R:1 method="wB97M-V/def2-TZVPD" de_lowest_kj_mol=1025.16 e_homo_ev=-7.7 molar_mass_g_mol=438.57 lumo_ev=-2.13 total_charge=0 homo_lumo_gap_ev=5.6
C -1.944 0.418 0.960 -0.4964
N -1.243 1.049 -0.173 -0.2795
C -0.016 1.785 0.222 -0.4836
N -0.065 2.191 1.645 0.1929
C 1.193 2.242 2.423 -0.5968
C 1.393 3.790 2.679 0.3411
C 2.845 4.424 2.599 0.2847
O 3.730 3.721 2.076 -0.6403
O 3.042 5.589 3.075 -0.7030
N 0.452 4.409 1.671 -0.5073
C -0.672 3.493 1.845 0.0776
N -1.918 3.767 2.157 -0.1955
H -1.275 -0.227 1.599 0.0757
H -2.761 -0.246 0.549 0.3484
H -2.470 1.149 1.629 0.1110
H -1.018 0.364 -0.897 0.1816
H 0.940 1.230 0.006 0.2979
H 0.031 2.724 -0.415 0.3408
H 0.860 1.867 3.434 0.1170
H 2.047 1.602 2.105 0.3429
H 0.957 4.173 3.638 0.2681
H 0.914 4.289 0.756 0.3480
H -2.517 4.448 1.696 0.2616
H -2.297 3.300 2.987 0.3083
C 3.706 -0.929 3.436 -0.9029
O 2.291 -1.051 3.403 -0.3116
C 1.823 -1.862 2.329 -0.4657
C 1.202 -3.147 2.862 -0.3362
N 2.223 -4.035 3.412 -0.3178
C 1.677 -5.171 4.154 -0.6709
C 0.902 -4.864 5.441 -0.4615
O 1.704 -4.325 6.481 -0.4341
C 1.862 -2.915 6.440 -0.5220
H 3.963 -0.197 4.201 0.2588
H 4.175 -1.882 3.699 0.3867
H 4.091 -0.576 2.475 0.3891
H 2.610 -2.071 1.598 0.4750
H 1.041 -1.287 1.818 0.0534
H 0.681 -3.660 2.048 0.3827
H 0.464 -2.869 3.624 0.1809
H 2.819 -3.503 4.035 0.0901
H 2.526 -5.806 4.421 0.3677
H 1.042 -5.761 3.485 0.3916
H 0.526 -5.818 5.824 0.3539
H 0.017 -4.243 5.264 0.3317
H 0.990 -2.410 6.017 0.2708
H 2.762 -2.649 5.882 0.1568
H 2.001 -2.563 7.463 0.3325
C -1.204 2.932 -7.027 -0.7180
O -2.118 1.915 -7.403 -0.3419
C -1.480 0.732 -7.881 -0.7935
C -1.703 -0.422 -6.913 -0.2014
N -0.953 -0.222 -5.674 -0.3290
C -1.309 -1.162 -4.612 -0.6555
C -2.733 -1.085 -4.050 -0.5497
O -3.008 0.115 -3.340 -0.3844
C -3.447 1.194 -4.151 -0.6046
H -1.777 3.831 -6.800 0.2382
H -0.643 2.645 -6.133 0.3001
H -0.513 3.159 -7.844 0.3435
H -0.415 0.889 -8.077 0.4029
H -1.957 0.481 -8.833 0.3904
H -1.378 -1.355 -7.383 0.3860
H -2.780 -0.490 -6.719 0.1795
H -1.122 0.718 -5.336 0.0679
H -0.614 -0.978 -3.787 0.3393
H -1.116 -2.182 -4.962 0.3974
H -2.832 -1.891 -3.315 0.3624
H -3.499 -1.277 -4.809 0.3850
H -4.011 0.858 -5.024 0.3131
H -2.599 1.808 -4.460 0.1934
H -4.099 1.826 -3.544 0.2845


# 2
76
Properties=species:S:1:pos:R:3:mulliken_charge:R:1 method="wB97M-V/def2-TZVPD" spin_multiplicity=3 e_homo_ev="-10.8 / -10.8" molar_mass_g_mol=537.51 lumo_ev="-3.07 / -2.06" s2=2.006 total_charge=+1 homo_lumo_gap_ev="7.7 / 8.7"
V -0.008 -0.322 0.268 1.0574
C -3.523 1.985 -1.577 -1.4867
C -1.993 2.178 -1.330 0.7235
C -1.724 3.567 -0.731 -1.1770
O -1.318 1.175 -0.549 -0.2693
H -3.793 0.995 -1.947 0.2904
H -3.975 2.659 -2.305 0.3632
H -4.113 2.141 -0.674 0.3674
H -1.538 2.284 -2.315 0.1117
H -2.204 4.417 -1.216 0.4319
H -0.658 3.794 -0.704 0.0210
H -2.162 3.611 0.266 0.2148
N 2.268 -1.797 2.117 0.8351
O 3.258 -1.185 2.166 -0.6290
O 1.419 -1.541 1.241 -0.3017
O 2.014 -2.585 2.971 -0.6994
C 1.514 -0.497 -4.032 -1.2287
C 1.892 -1.034 -2.654 0.6985
O 1.313 -0.591 -1.682 -0.1934
N 3.023 -1.820 -2.563 -0.2245
C 3.517 -2.377 -1.296 -0.7476
H 0.651 -1.076 -4.359 0.2471
H 2.275 -0.724 -4.779 0.4053
H 1.165 0.532 -4.123 0.2762
H 3.585 -2.025 -3.377 0.2384
H 3.877 -3.377 -1.535 0.4113
H 2.798 -2.503 -0.486 0.0367
H 4.388 -1.847 -0.908 0.2999
C 2.395 3.178 -0.467 -1.4560
C 2.600 1.745 0.108 0.6777
O 1.641 1.020 0.366 0.3818
N 3.893 1.309 0.266 0.0075
C 5.127 2.041 0.101 -1.2169
H 1.613 3.357 -1.205 0.1670
H 3.251 3.555 -1.026 0.5477
H 2.300 3.968 0.278 0.4011
H 3.942 0.397 0.697 0.2524
H 5.050 3.115 0.265 0.4138
H 5.661 1.947 -0.845 0.3432
H 5.832 1.825 0.903 0.3566
C -1.666 -3.942 -1.735 -1.3558
C -1.644 -2.425 -1.963 0.7261
O -1.049 -1.754 -1.133 -0.3716
N -2.071 -1.987 -3.141 -0.1148
C -2.048 -0.648 -3.704 -0.9245
H -0.701 -4.173 -1.284 0.2691
H -1.720 -4.513 -2.662 0.4417
H -2.420 -4.412 -1.104 0.2716
H -2.318 -2.717 -3.794 0.2514
H -1.685 -0.698 -4.730 0.4369
H -1.412 0.051 -3.160 0.0827
H -3.037 -0.199 -3.785 0.3641
C -1.923 -3.686 2.319 -1.3400
C -2.231 -2.235 1.919 0.7946
O -1.366 -1.443 1.422 -0.4773
N -3.444 -1.812 2.171 -0.2051
C -4.107 -0.575 1.765 -0.9655
H -0.854 -3.854 2.190 0.2180
H -2.435 -4.364 1.636 0.3597
H -2.174 -3.951 3.346 0.4448
H -4.071 -2.448 2.642 0.3060
H -5.151 -0.879 1.690 0.4154
H -3.790 -0.116 0.829 0.2076
H -4.056 0.214 2.515 0.2808
C -1.553 2.262 3.096 -0.7776
C -0.242 1.462 3.123 0.6651
O -0.058 0.646 2.267 -0.4959
N 0.574 1.784 4.093 -0.2109
C 1.951 1.381 4.377 -0.8400
H -1.663 2.973 2.276 0.0449
H -1.800 2.796 4.014 0.4985
H -2.229 1.431 2.897 -0.0967
H 0.181 2.447 4.746 0.2557
H 2.589 2.223 4.111 0.3034
H 2.390 0.469 3.971 0.2312
H 1.980 1.199 5.451 0.3575


# 3
70
Properties=species:S:1:pos:R:3:mulliken_charge:R:1 method="wB97M-V/def2-TZVPD" spin_multiplicity=2 e_homo_ev="-18.7 / -18.7" molar_mass_g_mol=505.72 lumo_ev="-14.81 / -14.23" s2=0.836 total_charge=+4 homo_lumo_gap_ev="3.9 / 4.5"
Ru -0.227 -0.383 0.921 0.7662
C 1.721 -1.999 3.113 -0.8256
C 0.427 -1.690 3.882 -0.7431
N -0.782 -1.615 3.031 -0.0094
C -1.474 -2.891 2.783 -0.9982
C -0.687 -3.840 1.900 -0.6357
S -0.194 -3.020 0.337 0.2421
C 1.626 -3.197 0.321 -0.8135
C 2.387 -1.929 0.713 -0.5834
N 1.827 -1.210 1.871 0.1211
H 1.779 -3.055 2.868 0.2088
H 2.560 -1.793 3.785 0.4490
H 0.544 -0.728 4.385 0.4099
H 0.296 -2.448 4.663 0.4425
H -1.462 -1.058 3.550 0.2932
H -2.435 -2.657 2.310 0.5139
H -1.686 -3.402 3.733 0.4188
H -1.314 -4.691 1.633 0.5511
H 0.200 -4.222 2.397 0.3790
H 1.891 -3.452 -0.705 0.4885
H 1.878 -4.057 0.939 0.5117
H 2.371 -1.221 -0.131 0.2206
H 3.431 -2.217 0.902 0.4538
H 2.417 -0.393 2.051 0.2670
N 2.013 4.267 0.092 -0.0366
C 0.934 3.360 0.618 0.6809
C 0.735 3.663 2.101 -1.5963
C -0.449 2.889 2.684 0.1017
N -0.175 1.440 2.722 -0.2939
C -1.725 3.189 1.904 -1.4761
C -1.587 2.900 0.410 0.1629
N -1.601 1.447 0.153 -0.4657
C -0.347 3.584 -0.191 -1.2976
H 2.885 4.186 0.635 0.3905
H 1.708 5.253 0.168 0.4243
H 2.239 4.094 -0.898 0.3832
H 1.262 2.315 0.494 -0.3513
H 0.539 4.724 2.247 0.4735
H 1.640 3.421 2.659 0.5406
H -0.596 3.250 3.711 0.4262
H -0.923 1.032 3.280 0.2042
H 0.689 1.306 3.244 0.2351
H -1.973 4.242 2.040 0.4526
H -2.558 2.615 2.315 0.5136
H -2.462 3.343 -0.086 0.3364
H -1.525 1.296 -0.854 0.1809
H -2.524 1.105 0.443 0.3436
H -0.565 4.651 -0.237 0.5284
H -0.208 3.227 -1.214 0.4641
C -2.411 -1.540 -2.062 -0.7809
N -1.487 -1.140 -3.087 0.2087
C -1.961 -1.221 -4.456 -0.6295
C -0.829 -1.644 -5.380 -0.7115
C 0.310 -0.659 -5.192 -0.6401
N 0.624 -0.451 -3.799 0.2039
C 1.957 -0.005 -3.501 -0.9885
C -0.240 -0.698 -2.769 0.1433
O 0.115 -0.487 -1.589 -0.0922
H -2.565 -2.622 -2.102 0.3974
H -3.382 -1.067 -2.225 0.4063
H -2.017 -1.285 -1.069 -0.0338
H -2.344 -0.233 -4.757 0.2725
H -2.797 -1.922 -4.507 0.4242
H -1.164 -1.620 -6.416 0.3761
H -0.511 -2.664 -5.157 0.2975
H 0.031 0.314 -5.628 0.3168
H 1.215 -0.986 -5.711 0.4682
H 2.646 -0.856 -3.466 0.3296
H 1.979 0.493 -2.533 0.1420
H 2.315 0.663 -4.284 0.4367